# 1
The molecule C5H9NS, computed with the ωB97M-V functional and the def2-TZVPD basis.

Geometry (Å):
N  2.658  -0.067  -0.463
C  0.647  -1.258  -0.012
H  3.468  0.466  -0.050
H  0.341  1.713  1.282
H  1.049  2.143  -0.180
H  1.843  -0.075  1.502
C  -0.734  -0.717  0.307
H  2.318  0.592  -1.232
C  1.576  -0.064  0.478
C  -0.591  0.603  -0.308
S  -2.331  0.047  -0.125
H  -0.837  -0.757  1.345
H  0.898  -1.466  -1.080
H  0.897  -2.223  0.427
H  -0.264  0.333  -1.394
C  0.597  1.267  0.304

Values from the calculation:
Structure (SMILES): NC1C[C@@H]2S[C@H]2C1
Multiplicity: 1
E_HOMO: -8.62 eV
Energy above the lowest of the compared OMol25 structures with the same formula, charge and spin: 340.0 kJ/mol

Mulliken population analysis, charges in e, atoms 1 to 5: -0.68 -1.00 0.29 0.27 0.34

# 2
The molecule C5H9NS2, computed with the ωB97M-V functional and the def2-TZVPD basis.

Geometry (Å):
S  -1.412  -1.457  0.242
H  -0.113  1.753  -0.373
H  -2.611  0.744  0.718
H  -0.882  1.479  2.456
H  1.321  -2.611  -0.673
C  -0.333  -0.264  0.138
N  -2.120  1.664  0.461
C  1.865  -1.785  -0.292
H  -0.940  3.015  1.533
H  -0.917  -1.280  -2.155
H  2.857  -1.668  -0.882
H  1.735  0.365  -0.562
C  1.003  -0.535  -0.615
S  0.334  -0.709  -2.519
C  -1.158  1.973  1.501
H  2.220  -1.901  0.863
C  -0.848  1.219  0.159

Values from the calculation:
Structure (SMILES): C[C@@H](S)C(=S)[C@@H]1CN1
Multiplicity: 1
E_HOMO: -9.04 eV
Energy above the lowest of the compared OMol25 structures with the same formula, charge and spin: 348.2 kJ/mol

Mulliken population analysis, charges in e, atoms 1 to 5: -0.27 0.37 0.32 0.23 0.35

# 3
The molecule C5H9NS2, computed with the ωB97M-V functional and the def2-TZVPD basis.

Geometry (Å):
N  0.601  0.668  0.333
C  1.012  -0.307  -0.456
C  1.471  1.757  0.706
C  -0.819  0.519  0.584
H  1.795  1.537  1.721
H  -1.599  0.005  -1.434
H  0.178  -2.144  -0.022
C  -0.033  -1.362  -0.785
H  -1.314  1.521  0.573
S  -2.661  -1.400  0.179
S  2.575  -0.324  -1.041
H  0.984  2.773  0.587
H  -0.952  0.138  1.678
C  -1.271  -0.512  -0.538
H  2.283  1.724  0.021
H  -0.098  -1.987  -1.684
H  -2.152  -2.606  -0.423

Values from the calculation:
Structure (SMILES): CN1C[C@H](S)CC1=S
Multiplicity: 1
E_HOMO: -8.00 eV
Energy above the lowest of the compared OMol25 structures with the same formula, charge and spin: 103.1 kJ/mol

Mulliken population analysis, charges in e, atoms 1 to 5: 0.16 0.01 -0.90 -0.85 0.32

# 4
The molecule C5H9NS2, computed with the ωB97M-V functional and the def2-TZVPD basis.

Geometry (Å):
S  1.775  -0.051  0.268
H  2.635  -1.438  -1.581
H  1.544  -0.991  3.039
C  -0.832  0.855  -1.184
N  -0.891  0.160  -0.059
C  1.650  -1.309  -1.069
H  -1.364  -0.182  2.324
H  0.188  1.265  -1.295
C  0.509  -0.830  3.246
H  0.502  -0.073  4.059
C  -0.295  -0.337  2.111
H  0.100  -1.750  3.645
C  0.105  -0.065  0.854
H  -1.797  -0.322  0.056
S  -2.070  1.035  -2.211
H  0.915  -0.986  -1.838
H  1.403  -2.271  -0.655

Values from the calculation:
Structure (SMILES): C/C=C(/NC=S)SC
Multiplicity: 1
E_HOMO: -8.27 eV
Energy above the lowest of the compared OMol25 structures with the same formula, charge and spin: 88.3 kJ/mol

Mulliken population analysis, charges in e, atoms 1 to 5: -0.10 0.31 0.37 -0.26 -0.18

# 5
A structure of composition C5H9NS2, computed with the ωB97M-V functional and the def2-TZVPD basis.

Geometry (Å):
C  -0.684  -0.677  0.100
H  -0.333  -0.610  2.220
C  0.295  -0.589  1.238
H  1.573  1.281  1.079
S  1.904  -0.564  -1.357
H  -2.314  -0.358  1.293
H  1.120  -1.280  0.988
H  0.071  0.939  -1.683
S  -0.786  1.759  0.827
N  -1.075  -1.860  -0.315
H  1.459  -1.036  -2.594
H  -0.490  -2.616  -0.145
C  0.295  0.179  -0.797
C  -1.765  0.234  0.486
H  -2.149  -2.144  -0.041
C  0.693  0.737  0.649
H  -2.298  0.411  -0.491

Values from the calculation:
Multiplicity: 1
E_HOMO: -8.34 eV
Energy above the lowest of the compared OMol25 structures with the same formula, charge and spin: 287.5 kJ/mol

Mulliken population analysis, charges in e, atoms 1 to 5: 0.22 0.23 -0.66 0.42 -0.26

# 6
The molecule C5H9NS3, computed with the ωB97M-V functional and the def2-TZVPD basis.

Geometry (Å):
H  -1.021  -3.000  -0.413
C  -0.154  1.459  1.732
C  0.701  0.758  -0.961
H  0.659  -2.079  2.238
C  -1.000  -1.986  -0.825
H  -1.944  -1.735  -1.053
H  -0.013  2.786  -0.923
H  0.290  0.531  -1.975
C  0.793  2.251  -0.647
S  0.817  2.645  1.130
S  1.067  -1.668  0.996
C  -0.603  -1.037  0.281
S  -0.845  0.857  2.998
H  1.528  0.195  -0.634
H  -0.197  -1.770  -1.736
H  1.642  2.540  -1.093
N  -0.474  0.264  -0.223
H  -1.246  -1.012  1.108

Values from the calculation:
Multiplicity: 1
E_HOMO (spin up / spin down): -7.86 / -7.87 eV
Energy above the lowest of the compared OMol25 structures with the same formula, charge and spin: 280.4 kJ/mol

Mulliken population analysis, charges in e, atoms 1 to 5: 0.37 0.42 -0.59 0.12 -1.20

# 7
A cluster of 2 separate species, C5H9O in total, computed with the ωB97M-V functional and the def2-TZVPD basis.

Geometry (Å):
H  0.098  -0.352  0.028
H  -0.682  1.947  -0.921
C  -0.575  -0.821  1.902
H  3.292  -1.052  -1.757
H  -2.329  2.666  -0.360
H  0.278  -1.483  1.995
C  -1.566  1.903  -0.293
C  2.203  -0.941  -1.514
C  -0.674  -0.127  0.776
H  -1.276  -0.753  2.729
H  1.742  -1.862  -1.949
O  1.945  -0.770  -0.192
H  -2.619  0.842  1.150
C  -1.700  0.892  0.564
H  1.863  -0.088  -2.157

Values from the calculation:
Net charge: -1
Multiplicity: 1
E_HOMO: -2.25 eV
Energy above the lowest of the compared OMol25 structures with the same formula, charge and spin: 85.2 kJ/mol

Mulliken population analysis, charges in e, atoms 1 to 5: 0.18 0.31 -1.06 0.21 0.26

# 8
The ion C5H9O with charge +1, computed with the ωB97M-V functional and the def2-TZVPD basis.

Geometry (Å):
H  1.334  -0.093  -1.757
C  0.012  -0.695  -0.146
C  0.072  2.219  -0.292
H  0.251  -1.547  -2.095
C  0.521  -0.696  -1.390
H  -1.633  -0.832  1.043
C  0.592  0.344  0.920
C  -0.964  -1.502  0.568
H  -0.494  -2.265  1.124
H  -0.161  0.400  1.756
H  0.370  3.136  -0.769
H  -0.892  1.856  -0.459
H  1.563  -0.016  1.402
H  -1.547  -1.926  -0.216
O  0.974  1.617  0.311

Values from the calculation:
Net charge: +1
Multiplicity: 1
E_HOMO: -14.31 eV
Energy above the lowest of the compared OMol25 structures with the same formula, charge and spin: 170.5 kJ/mol

Mulliken population analysis, charges in e, atoms 1 to 5: 0.30 0.79 0.02 0.29 -0.89

# 9
The ion C5H9O2S with charge -1, computed with the ωB97M-V functional and the def2-TZVPD basis.

Geometry (Å):
H  0.318  1.847  -0.917
C  -1.006  0.204  -0.448
S  -2.947  0.201  -0.137
H  -0.531  -0.593  1.616
H  -1.124  -0.364  -1.297
H  -0.777  2.254  0.443
H  0.369  -2.816  0.925
O  -3.035  -0.039  1.339
H  1.862  -0.314  -0.395
C  0.523  -1.863  0.258
C  -0.101  -0.558  0.599
H  2.048  -0.362  1.342
H  0.427  -2.337  -0.763
O  -3.282  -0.990  -0.913
H  -1.231  2.212  -1.367
C  1.408  -0.710  0.486
C  -0.676  1.660  -0.569

Values from the calculation:
Net charge: -1
Multiplicity: 1
E_HOMO: -2.93 eV
Energy above the lowest of the compared OMol25 structures with the same formula, charge and spin: 253.7 kJ/mol

Mulliken population analysis, charges in e, atoms 1 to 5: 0.40 -0.39 0.45 0.38 0.37

# 10
The molecule C5H9O3P, computed with the ωB97M-V functional and the def2-TZVPD basis.

Geometry (Å):
C  -1.668  0.090  0.145
H  -0.468  1.843  0.355
H  2.903  1.264  -0.610
C  -1.676  -1.413  0.417
H  -2.629  -2.021  0.326
P  1.267  -0.465  -0.062
H  -1.116  1.121  1.955
O  0.613  0.270  1.264
O  0.509  -0.212  -1.341
H  1.644  -1.687  0.432
C  -2.378  0.638  -0.846
O  -0.681  -2.063  0.683
H  3.559  0.081  0.567
C  2.986  0.191  -0.290
H  3.280  -0.276  -1.215
H  -3.079  0.138  -1.454
C  -0.703  0.909  0.914
H  -2.364  1.591  -1.240

Values from the calculation:
Structure (SMILES): C=C(C=O)CO[P@H](C)=O
Multiplicity: 1
E_HOMO: -9.53 eV
Energy above the lowest of the compared OMol25 structures with the same formula, charge and spin: 15.0 kJ/mol

Mulliken population analysis, charges in e, atoms 1 to 5: 0.85 0.29 0.27 -0.05 0.35

# 11
A structure of composition C5H9O3Sn, computed with the ωB97M-V functional and the def2-TZVPD basis.

Geometry (Å):
H  -0.336  1.716  1.579
C  0.039  -0.248  0.061
H  -0.877  -0.159  -3.274
H  0.642  0.733  -2.994
C  1.560  1.664  2.621
C  -0.636  0.444  -1.229
H  -0.694  1.542  -1.140
C  -0.052  -0.001  -2.563
O  -0.142  -1.440  0.361
O  0.980  0.379  0.693
H  1.017  2.455  0.679
H  2.586  1.328  2.427
H  1.110  1.030  3.396
H  1.596  2.696  2.997
C  0.737  1.644  1.360
O  -1.880  -0.095  -0.877
Sn  -1.771  -1.876  -0.519
H  0.534  -0.926  -2.446

Values from the calculation:
Net charge: +1
Multiplicity: 1
E_HOMO: -14.49 eV
Energy above the lowest of the compared OMol25 structures with the same formula, charge and spin: 56.7 kJ/mol

Mulliken population analysis, charges in e, atoms 1 to 5: 0.38 0.41 0.36 0.37 -1.24

# 12
A structure of composition C5H9O3Yb, computed with the ωB97M-V functional and the def2-TZVPD basis.

Geometry (Å):
H  3.477  -0.735  -1.162
H  -1.711  -0.260  -1.271
C  1.703  -0.769  2.161
O  1.765  -0.279  -0.101
C  -2.994  1.288  -0.998
O  0.810  0.190  2.309
Yb  -0.040  0.993  0.706
C  2.514  -0.231  -1.256
H  -2.976  1.802  -1.967
H  -3.786  0.533  -0.985
H  2.213  -1.152  3.054
H  2.683  0.393  -3.236
C  2.154  -1.150  0.945
O  -1.750  0.606  -0.783
H  2.966  -1.838  0.727
H  -3.170  1.998  -0.183
H  1.011  0.679  -2.427
C  2.047  0.346  -2.354

Values from the calculation:
Net charge: +1
Multiplicity: 1
E_HOMO: -11.33 eV
Energy above the lowest of the compared OMol25 structures with the same formula, charge and spin: 59.2 kJ/mol

Mulliken population analysis, charges in e, atoms 1 to 5: 0.27 0.34 0.14 -0.23 -0.54

# 13
The molecule C5H9O5, computed with the ωB97M-V functional and the def2-TZVPD basis.

Geometry (Å):
H  -0.397  -1.424  1.724
H  -1.700  -2.140  0.706
O  -1.331  0.480  -2.203
H  -1.374  2.754  1.808
O  2.297  -1.692  -1.180
C  -0.482  -0.694  -0.256
H  1.860  1.631  0.500
H  0.537  1.974  -0.637
H  -2.011  -1.339  -1.546
O  1.641  -0.352  -1.395
C  0.836  1.357  0.223
H  -1.881  -0.496  1.345
O  0.111  1.624  1.414
C  0.894  -0.146  -0.198
C  -1.296  -0.485  -1.444
H  3.204  -1.481  -1.430
C  -1.143  -1.215  0.945
H  1.389  -0.646  0.641
O  -1.155  2.289  0.980

Values from the calculation:
Multiplicity: 2
E_HOMO (spin up / spin down): -8.37 / -9.49 eV
Energy above the lowest of the compared OMol25 structures with the same formula, charge and spin: 315.2 kJ/mol

Mulliken population analysis, charges in e, atoms 1 to 5: 0.33 0.48 -0.49 0.32 -0.41

# 14
A structure of composition C5H9OP, computed with the ωB97M-V functional and the def2-TZVPD basis.

Geometry (Å):
H  -0.889  0.191  1.650
C  -0.258  1.179  -0.312
C  0.810  0.168  0.106
C  -0.167  0.869  1.156
C  -1.535  0.724  -1.126
H  -0.485  -2.067  -0.613
O  3.282  -0.720  0.482
H  0.051  -2.090  1.047
H  0.358  1.359  1.865
H  -1.987  -0.065  -0.593
P  2.565  0.561  0.447
H  0.259  2.062  -0.720
H  1.252  -2.171  -0.232
H  -2.365  1.487  -1.209
C  0.312  -1.818  0.081
H  -1.205  0.332  -2.028

Values from the calculation:
Multiplicity: 1
E_HOMO: -9.12 eV
Energy above the lowest of the compared OMol25 structures with the same formula, charge and spin: 292.5 kJ/mol

Mulliken population analysis, charges in e, atoms 1 to 5: 0.22 0.29 0.35 -1.00 -1.37

# 15
The molecule C5H9P, computed with the ωB97M-V functional and the def2-TZVPD basis.

Geometry (Å):
H  -1.415  -0.663  -1.149
C  -0.126  0.116  1.537
C  -0.135  1.028  0.603
H  -0.293  -1.983  1.066
H  2.504  -0.449  0.098
H  -0.664  -0.021  -2.690
H  -1.611  1.100  -1.619
H  -0.535  0.378  2.427
H  0.662  1.584  -1.278
C  0.469  -1.243  1.121
C  0.258  0.694  -0.738
H  1.123  -1.652  1.829
H  -0.644  1.905  0.929
P  1.326  -0.907  -0.524
C  -0.921  0.114  -1.613

Values from the calculation:
Structure (SMILES): C[C@H]1C=CCP1
Multiplicity: 1
E_HOMO: -8.93 eV
Energy above the lowest of the compared OMol25 structures with the same formula, charge and spin: 40.3 kJ/mol

Mulliken population analysis, charges in e, atoms 1 to 5: 0.43 -0.34 -0.36 0.35 0.01

# 16
A cluster of 2 separate species, C5HClF2N2 in total, computed with the ωB97M-V functional and the def2-TZVPD basis.

Geometry (Å):
F  -2.638  -1.176  1.184
N  -0.017  3.114  -0.044
C  1.023  0.856  -0.147
N  0.973  -2.531  -0.494
C  -2.311  -0.579  0.067
Cl  3.559  -0.046  0.323
F  -3.058  0.467  -0.194
H  -1.269  -0.545  -0.223
C  1.837  -0.159  -0.075
C  1.387  -1.479  -0.308
C  0.513  2.077  -0.088

Values from the calculation:
Multiplicity: 1
E_HOMO (spin up / spin down): -10.79 / -8.63 eV
Energy above the lowest of the compared OMol25 structures with the same formula, charge and spin: 260.9 kJ/mol

Mulliken population analysis, charges in e, atoms 1 to 5: -0.18 -0.39 -0.07 -0.32 0.30

# 17
A structure of composition C5HF2OV, computed with the ωB97M-V functional and the def2-TZVPD basis.

Geometry (Å):
F  -2.236  2.128  -3.398
V  -0.514  0.900  -0.506
C  -2.378  1.923  -0.954
O  1.513  -1.334  1.049
C  3.496  -1.580  1.165
C  0.606  -0.779  0.593
C  2.550  -2.121  1.907
H  -2.879  2.084  -0.003
C  -2.364  2.041  -2.171
F  2.203  -3.262  2.318

Values from the calculation:
Net charge: +3
Multiplicity: 4
E_HOMO (spin up / spin down): -24.03 / -24.22 eV

Mulliken population analysis, charges in e, atoms 1 to 5: -0.03 0.90 -0.69 0.04 0.08

# 18
A structure of composition C5HF3InO5S, computed with the ωB97M-V functional and the def2-TZVPD basis.

Geometry (Å):
O  2.811  -0.485  0.349
F  -1.693  -1.711  -0.215
C  2.267  -0.518  1.652
C  -2.304  -0.517  -0.127
S  -0.977  0.806  -0.442
O  2.826  -0.937  2.552
C  0.820  0.071  1.499
C  1.895  -0.223  -0.629
O  2.107  -0.296  -1.780
H  0.052  0.346  2.254
O  -1.347  1.918  0.391
F  -3.279  -0.440  -0.991
F  -2.684  -0.341  1.121
O  -0.941  1.209  -1.904
In  -0.170  0.912  -3.894
C  0.617  0.207  0.165

Values from the calculation:
Net charge: +3
Multiplicity: 1
E_HOMO: -23.27 eV

Mulliken population analysis, charges in e, atoms 1 to 5: -0.16 -0.18 0.04 0.81 1.07

# 19
A cluster of 2 separate species, C5HF3NO3 in total, computed with the ωB97M-V functional and the def2-TZVPD basis.

Geometry (Å):
F  2.324  -0.722  -3.231
O  1.311  2.046  1.635
C  -1.280  0.582  2.760
O  2.105  1.961  -1.946
C  -0.711  0.618  1.453
O  -1.166  -0.195  0.467
F  1.329  -1.441  -1.444
F  3.300  -0.826  -1.163
N  -1.667  0.748  3.830
C  1.603  0.986  -1.426
H  -0.516  -0.686  -0.078
C  0.409  1.367  1.340
C  2.220  -0.457  -1.886

Values from the calculation:
Net charge: -1
Multiplicity: 1
E_HOMO (spin up / spin down): -3.36 / -3.36 eV
Energy above the lowest of the compared OMol25 structures with the same formula, charge and spin: 328.4 kJ/mol

Mulliken population analysis, charges in e, atoms 1 to 5: -0.27 -0.34 0.21 -0.43 0.06